The following is a quantum chemistry calculation of 11 unconnected molecules or ions with the total composition C33H88O11 at a distorted geometry, from OMol25.

```
132
Properties=species:S:1:pos:R:3:forces:R:3
C 2.183712 4.944493 2.420346 -1.2 1.5 -0.1
C 1.818182 3.742303 1.582966 0.6 0.5 -0.7
C 1.102472 4.090713 0.267146 -0.6 0.5 -0.4
O 3.072932 3.164353 1.217896 0.0 -0.7 -0.7
H 2.644762 4.739433 3.386506 0.1 -0.2 -0.2
H 1.316752 5.583013 2.590016 -0.5 -0.3 0.5
H 2.761092 5.673593 1.851886 0.7 -0.5 -0.1
H 1.225482 3.026383 2.152396 -0.1 -0.1 0.1
H 1.635172 4.762303 -0.406124 0.8 -0.1 0.3
H 0.165902 4.641033 0.357026 -0.2 0.0 0.8
H 0.801242 3.251423 -0.359714 0.4 -0.5 0.3
H 3.476062 2.767793 1.993666 0.2 -0.1 0.4
C -1.165188 0.759703 5.802756 -0.4 0.2 0.7
C -1.847858 1.926473 5.050906 0.7 -0.1 2.3
C -1.570698 3.324053 5.724686 -0.5 -1.5 -0.5
O -1.313948 1.882793 3.766416 -0.1 1.0 -1.1
H -1.314698 -0.165227 5.245756 0.2 0.0 -0.2
H -1.571448 0.574713 6.797156 -0.4 0.2 0.1
H -0.108328 0.935943 6.002946 0.1 0.1 -0.5
H -2.919868 1.730373 5.071856 -0.2 0.1 -0.3
H -0.598468 3.644603 5.350346 0.0 0.3 0.3
H -1.595198 3.196413 6.806906 0.4 0.0 0.0
H -2.358468 4.049763 5.522566 0.2 0.0 -0.3
H -1.724298 1.117903 3.356356 -0.1 -0.5 -0.5
C 0.973662 -4.970297 -0.293994 0.4 -0.6 -0.9
C -0.058058 -5.485777 0.677296 0.3 0.8 0.4
C 0.436542 -5.305907 2.105766 0.1 -0.7 -0.1
O -1.276768 -4.728347 0.509866 0.1 0.4 -0.4
H 0.713522 -5.246787 -1.315744 -0.4 0.5 -0.2
H 1.916962 -5.508807 -0.202944 0.1 -0.1 0.6
H 1.218822 -3.911887 -0.205884 -0.4 0.0 0.1
H -0.313168 -6.515567 0.427186 0.3 -0.2 0.2
H -0.320068 -5.717817 2.773576 0.1 0.3 0.4
H 0.708192 -4.275957 2.337076 -0.5 0.2 -0.1
H 1.366112 -5.851277 2.268796 -0.1 -0.3 -0.1
H -1.983328 -5.153087 1.001766 0.0 -0.1 0.1
C -2.312288 -3.929457 -3.969534 0.7 -0.4 -0.4
C -3.312068 -2.851027 -3.639914 -0.4 -0.8 2.5
C -3.695898 -2.994317 -2.088194 -0.4 -0.1 -1.6
O -2.737908 -1.579397 -3.803174 0.7 0.6 -0.3
H -1.992058 -3.922007 -5.011414 -0.3 -0.1 -0.2
H -2.671268 -4.923427 -3.702624 -0.4 0.1 -0.3
H -1.374858 -3.870787 -3.416464 0.0 0.6 0.3
H -4.175088 -2.896057 -4.304194 -0.3 -0.4 0.2
H -2.790488 -2.931797 -1.484514 -0.1 0.1 -0.1
H -4.212838 -3.927067 -1.862714 0.2 -0.2 -0.2
H -4.419888 -2.227807 -1.811784 0.2 0.3 0.1
H -3.295278 -0.944187 -3.347704 0.0 0.2 -0.1
C 5.357792 1.128133 -1.192724 0.0 -0.8 -1.0
C 4.217472 1.820913 -1.936044 -0.6 0.3 2.6
C 2.810722 1.277453 -1.624624 0.2 -1.1 -1.0
O 4.241172 3.137793 -1.459794 0.2 1.8 -1.1
H 5.293462 1.053863 -0.107154 -0.6 0.0 0.0
H 6.281602 1.676653 -1.376584 0.0 -0.1 -0.3
H 5.400222 0.144633 -1.660714 0.6 -0.5 0.4
H 4.435372 1.789423 -3.003574 -0.2 0.3 -0.1
H 2.548972 1.188313 -0.570284 0.5 0.2 0.1
H 2.740462 0.283693 -2.066894 -0.1 -0.4 0.1
H 2.011132 1.836663 -2.110464 0.2 0.4 -0.1
H 3.921022 3.167613 -0.555234 -0.2 -0.2 0.4
C -4.702108 0.132233 2.479926 -1.2 -0.1 -0.5
C -3.906648 -1.146957 2.717386 -0.5 -0.5 -0.1
C -4.007638 -2.199187 1.605546 -0.9 0.2 0.2
O -2.588428 -0.791787 2.855996 2.2 1.3 0.7
H -4.900048 0.731893 3.368356 0.3 -0.2 0.2
H -5.675998 -0.091417 2.044466 -0.3 -0.2 0.2
H -4.280568 0.809573 1.737216 0.6 -0.3 0.0
H -4.148528 -1.602307 3.677716 -0.7 -0.1 0.1
H -4.844788 -2.878187 1.767516 -0.3 0.2 -0.1
H -3.144238 -2.863017 1.561246 0.2 0.3 0.0
H -4.153068 -1.659357 0.669846 0.1 -0.3 -0.3
H -2.023828 -1.241267 2.222926 0.5 -0.3 -0.4
C 0.137722 0.200753 -5.259374 0.3 0.1 -0.2
C -0.627388 -0.403887 -6.456854 1.3 1.3 0.2
C 0.215962 -0.378277 -7.742294 0.0 -0.7 -0.3
O -0.944448 -1.704517 -6.090584 -0.3 -1.3 -1.0
H 0.807292 -0.560617 -4.859254 0.1 -0.2 -0.2
H -0.496528 0.464333 -4.412994 -0.3 0.2 -0.2
H 0.762182 1.050963 -5.533744 -0.2 0.2 0.0
H -1.478798 0.217623 -6.734224 -0.6 -0.1 0.5
H -0.382168 -0.522277 -8.642064 -0.4 0.1 0.1
H 0.911222 -1.214597 -7.815004 0.3 0.1 0.5
H 0.745722 0.564543 -7.878454 0.0 0.0 0.2
H -1.600378 -1.733907 -5.390234 -0.2 0.5 0.3
C 2.760312 -0.088067 3.251886 0.0 0.7 0.5
C 2.862072 1.088103 4.277376 0.1 0.0 -0.7
C 2.928562 0.794433 5.745516 0.1 -0.6 0.5
O 4.013232 1.859683 3.950136 0.7 0.1 -0.9
H 2.726912 0.325953 2.244136 -0.2 0.2 0.0
H 1.839102 -0.651557 3.400066 0.0 0.0 0.1
H 3.603652 -0.777667 3.215176 0.1 0.1 0.6
H 2.020382 1.761353 4.114896 -0.5 -0.3 -0.1
H 3.888292 0.357623 6.021586 0.0 -0.5 -0.2
H 2.099822 0.159123 6.058016 0.1 0.0 0.2
H 2.908102 1.715743 6.327646 -0.4 0.2 -0.1
H 4.236192 2.430433 4.689146 0.0 0.1 0.1
C -3.014208 3.446253 1.255556 -0.4 -1.4 -1.3
C -2.669228 4.772243 1.794616 0.3 0.1 0.9
C -3.714158 5.749363 1.351456 -0.2 1.6 -0.5
O -2.712128 4.716583 3.193296 -0.4 0.5 1.4
H -3.978328 3.147023 1.666716 -0.2 0.1 -0.1
H -2.363248 2.589833 1.431356 0.5 0.4 0.3
H -3.099448 3.555193 0.174376 -0.2 -0.3 -0.2
H -1.651068 5.090073 1.570016 0.0 0.1 -0.8
H -3.470918 6.782723 1.598646 0.3 0.0 0.3
H -4.702608 5.614743 1.790706 0.1 -0.6 0.1
H -3.825328 5.778843 0.267536 0.0 -0.3 -0.1
H -2.179028 3.980033 3.501356 0.2 -0.2 -0.2
C 3.771112 -1.856087 -5.612474 -0.8 0.8 0.5
C 3.319432 -2.145657 -4.173794 -2.0 -0.2 -1.2
C 2.236962 -3.218777 -4.034204 -0.1 -0.3 -0.5
O 4.362612 -2.644827 -3.464344 2.3 -0.5 1.6
H 4.240472 -0.872407 -5.625754 0.3 0.1 0.0
H 2.882742 -1.720707 -6.229384 0.1 -0.4 -0.4
H 4.491922 -2.589237 -5.974414 -0.4 -0.2 -0.1
H 2.950272 -1.236727 -3.698744 -0.2 0.4 -0.1
H 1.377172 -3.124957 -4.697584 0.0 0.4 -0.1
H 1.857642 -3.300437 -3.015604 0.2 0.2 0.1
H 2.693652 -4.176007 -4.285664 0.1 -0.1 0.0
H 5.098122 -2.042397 -3.597404 0.3 -0.1 0.2
C -0.581238 0.315623 0.331896 0.1 1.1 -0.1
C -1.035108 -1.006417 -0.255534 0.4 0.9 0.5
C -0.202578 -1.488477 -1.435154 -0.2 -0.5 0.0
O -0.861668 -1.864127 0.860366 0.2 -0.4 0.6
H -0.846518 1.214513 -0.224634 0.0 -0.2 -0.6
H 0.497192 0.352083 0.486036 0.1 -0.2 0.0
H -1.066278 0.503793 1.289726 0.1 -0.3 0.1
H -2.107168 -0.911287 -0.428004 -0.2 -0.2 -0.6
H 0.851262 -1.458097 -1.158394 0.1 0.3 -0.1
H -0.382838 -0.994277 -2.389804 0.0 0.4 0.2
H -0.409468 -2.540377 -1.632144 -0.2 -0.2 0.0
H -1.086328 -2.773837 0.651656 0.0 -0.6 -0.3
```
Forces are in eV/Å.

**Max |F|**: 2.83 eV Å⁻¹
**HOMO-LUMO gap**: 0.3468 Ha
**SMILES string**: CC(C)O.CC(C)O.CC(C)O.CC(C)O.CC(C)O.CC(C)O.CC(C)O.CC(C)O.CC(C)O.CC(C)O.CC(C)O
**Energy above the lowest of the compared OMol25 structures with the same formula, charge and spin**: 236.6 kJ/mol

Atomic partial charges in e from the Löwdin method, atoms 1 to 99: C -0.05; C -0.44; C -0.03; O -0.08; H 0.08; H 0.07; H 0.09; H 0.12; H 0.09; H 0.06; H 0.06; H 0.06; C -0.05; C -0.47; C -0.03; O -0.07; H 0.07; H 0.07; H 0.06; H 0.13; H 0.08; H 0.08; H 0.06; H 0.04; C -0.06; C -0.46; C -0.05; O -0.08; H 0.08; H 0.09; H 0.08; H 0.14; H 0.08; H 0.08; H 0.08; H 0.09; C -0.05; C -0.44; C -0.03; O -0.07; H 0.08; H 0.09; H 0.07; H 0.14; H 0.05; H 0.08; H 0.07; H 0.10; C -0.05; C -0.47; C -0.05; O -0.07; H 0.08; H 0.08; H 0.06; H 0.14; H 0.06; H 0.05; H 0.08; H 0.04; C -0.04; C -0.48; C -0.03; O -0.07; H 0.08; H 0.08; H 0.07; H 0.13; H 0.08; H 0.07; H 0.07; H 0.04; C -0.04; C -0.49; C -0.05; O -0.05; H 0.06; H 0.06; H 0.07; H 0.13; H 0.07; H 0.07; H 0.08; H 0.04; C -0.01; C -0.47; C -0.06; O -0.07; H 0.06; H 0.08; H 0.08; H 0.12; H 0.09; H 0.07; H 0.08; H 0.09; C -0.07; C -0.52; C -0.06